(1)
The following is a quantum chemistry calculation of a 13-piece molecular cluster, C71H133F10N14O21S10 overall in a non-equilibrium geometry, from OMol25.

The geometry in ORCA input format:
```
! wB97M-V def2-TZVPD RIJCOSX def2/J DEFGRID3
* xyz 3 1
S -8.5941 -17.9307 -19.8246
S -14.3538 -13.4739 -24.6547
S -14.0395 -14.9163 -22.8063
S -9.9527 -16.9929 -18.2926
S -10.0347 -10.3067 -14.4503
S -8.0678 -10.0063 -13.2416
S -3.0927 -12.4026 -18.8202
S -15.5105 -17.5135 -12.7859
S -17.1657 -16.2338 -14.0358
S -4.9692 -12.4471 -20.2087
F -11.0152 -17.4494 -17.1420
F -7.0188 -8.9236 -12.6293
F -7.8627 -19.3742 -20.0471
F -2.5801 -12.2931 -17.3072
F -14.1350 -11.9325 -25.1723
F -14.3260 -17.2077 -11.7957
F -11.0991 -9.4790 -15.2494
F -6.3850 -13.1085 -19.9599
F -12.6655 -15.3407 -22.1749
F -18.3021 -15.2558 -13.3805
O -15.8018 -13.5549 -24.4713
O -2.5104 -13.6524 -19.2810
O -16.7979 -15.5166 -15.2690
O -14.7711 -17.9552 -14.0069
O -11.0714 -10.7648 -13.4598
O -16.1846 -18.5216 -11.9734
O -2.5548 -11.2068 -19.4589
O -7.1916 -10.7477 -14.1186
O -4.5339 -13.4516 -21.1529
O -8.5950 -10.6543 -12.0355
O -5.2910 -11.1236 -20.7081
O -7.4406 -17.0141 -19.8358
O -13.7083 -14.1823 -25.7290
O -14.2306 -16.0202 -23.7394
O -17.8175 -17.5392 -14.2093
O -14.8837 -15.0211 -21.6027
O -10.9642 -16.5935 -19.2440
O -9.1415 -15.9905 -17.5782
O -9.6371 -11.2818 -15.4324
O -9.3941 -18.0388 -21.0630
O -14.2444 -13.1252 -18.2928
N -13.5615 -8.9906 -19.3286
N -16.1453 -16.1115 -12.7128
N -6.1442 -13.8877 -15.7407
N -4.5341 -12.4884 -18.5818
N -2.4095 -15.5935 -9.8856
N -17.7636 -12.7842 -18.9881
N -9.7521 -13.2057 -23.3104
N -9.2002 -18.4631 -18.4742
N -14.1749 -12.7840 -13.9938
N -13.6365 -13.3680 -23.3913
N -5.7442 -8.6031 -17.5563
N -8.9780 -9.0525 -13.9050
N -14.8582 -18.3699 -18.7669
N -19.4666 -9.9249 -25.1248
C -8.2156 -12.9872 -23.0727
C -2.8507 -7.6923 -17.6533
C -15.7235 -12.7358 -13.9505
C -13.1261 -9.5045 -17.9330
C -17.3237 -8.0453 -18.6015
C -20.0867 -10.6952 -22.9443
C -16.3234 -17.7586 -18.9588
C -7.6731 -15.3467 -23.7385
C -18.1481 -10.1618 -24.9284
C -15.0170 -19.9539 -18.4721
C -6.4538 -7.4595 -16.8143
C -7.9060 -9.4100 -18.7850
C -14.1987 -10.3187 -14.5266
C -5.4851 -15.5307 -14.1660
C -13.7517 -11.7114 -14.9788
C -14.8785 -8.1409 -19.2643
C -16.0770 -8.9186 -18.8653
C -5.1819 -13.0360 -15.2555
C -19.0948 -11.3015 -20.1906
C -12.3630 -8.1412 -19.7328
C -14.1986 -18.9467 -21.2217
C -4.5767 -9.1495 -16.6258
C -13.9862 -18.0008 -19.9716
C -13.6661 -14.1491 -14.4521
C -11.4794 -15.5543 -14.4630
C -6.2095 -15.1367 -15.2542
C -9.8837 -11.4275 -25.2889
C -7.5003 -14.3100 -22.7233
C -6.8278 -9.6982 -17.7558
C -10.0118 -14.4323 -24.2496
C -18.3651 -16.9530 -17.8715
C -13.7572 -10.1691 -20.3222
C -13.7586 -12.4701 -12.5167
C -16.9884 -13.0067 -20.0535
C -10.4291 -13.3628 -21.8395
C -19.8337 -9.3184 -26.4798
C -8.7869 -10.7154 -18.8698
C -17.2242 -12.3419 -21.2529
C -10.5854 -10.1323 -25.8858
C -17.8258 -10.7911 -23.7134
C -12.4834 -7.5977 -21.1992
C -16.3517 -11.3645 -13.6440
C -3.3967 -8.1415 -16.2986
C -18.7580 -11.9001 -18.9751
C -14.2552 -20.4972 -20.9514
C -10.4065 -11.8709 -23.8714
C -3.8683 -15.0479 -12.2606
C -12.1210 -14.2019 -14.5037
C -9.1805 -15.7294 -23.9467
C -20.4441 -10.1133 -24.2047
C -4.3823 -13.4235 -14.1303
C -3.5126 -16.3552 -11.8455
C -15.2971 -20.7285 -19.7498
C -17.2849 -17.9279 -17.8157
C -18.7327 -11.0219 -22.6671
C -7.0968 -13.3950 -16.7588
C -1.6864 -15.8522 -8.7098
C -2.7218 -16.5807 -10.7222
C -17.3961 -13.3543 -17.6756
C -11.7401 -12.9388 -18.3927
C -12.9914 -13.7691 -18.5081
C -14.2928 -17.6496 -17.5160
C -13.8427 -9.6842 -21.7351
C -3.8685 -7.1226 -18.6860
C -15.7744 -10.2008 -14.4707
C -4.5980 -14.7098 -13.4902
C -12.7266 -8.7250 -22.2150
C -5.0888 -8.1177 -18.8516
C -2.7245 -14.3308 -10.1700
C -3.3648 -14.0552 -11.3808
C -18.3558 -11.5718 -21.3476
H -8.0027 -13.0616 -16.2525
H -16.1829 -10.2782 -15.4782
H -3.5715 -7.2706 -15.6669
H -7.2529 -16.3165 -23.4721
H -19.9386 -10.6282 -20.1557
H -12.8779 -8.2798 -23.1984
H -12.6956 -11.7154 -15.2483
H -6.9919 -15.6972 -15.7442
H -16.8789 -17.9248 -16.8041
H -5.7264 -16.4132 -13.5921
H -13.8231 -13.3248 -11.8434
H -9.7578 -14.1296 -25.2654
H -6.6693 -12.5069 -17.2242
H -14.5827 -10.8058 -20.0039
H -10.3703 -9.9461 -26.9380
H -7.3734 -7.2635 -17.3657
H -0.9789 -16.6372 -8.9769
H -2.4793 -8.5722 -18.1785
H -1.1288 -14.9459 -8.4733
H -16.5937 -18.3121 -19.8580
H -5.0294 -12.1017 -15.7754
H -17.7153 -18.9212 -17.9432
H -13.8117 -9.5560 -15.2023
H -19.2484 -17.1054 -17.2512
H -12.2836 -7.3192 -19.0214
H -16.8243 -11.1292 -23.4921
H -16.1431 -13.6590 -19.8913
H -5.8348 -7.5861 -19.4424
H -15.1252 -18.7912 -21.7742
H -7.3111 -14.1707 -17.4940
H -15.9500 -13.4348 -13.1454
H -7.4338 -9.1981 -19.7443
H -2.5607 -8.7007 -15.8784
H -12.3652 -10.2765 -18.0478
H -18.7742 -16.7089 -18.8519
H -4.2736 -10.0205 -17.2068
H -14.1833 -12.0045 -15.9358
H -6.8763 -7.8820 -15.9027
H -16.1062 -16.7099 -19.1619
H -14.3874 -11.6528 -12.1636
H -10.0803 -12.2690 -25.9533
H -5.1173 -9.3883 -15.7100
H -14.0451 -20.2382 -18.0688
H -11.5691 -7.0405 -21.4033
H -15.8044 -19.9734 -17.7186
H -12.9249 -18.1031 -19.7453
H -17.5251 -9.7374 -25.7018
H -16.0212 -9.2367 -14.0262
H -5.7626 -6.6167 -16.8092
H -9.3785 -10.5857 -19.7760
H -7.2479 -9.8817 -16.7669
H -16.2880 -20.5604 -20.1717
H -16.6571 -14.1291 -17.8796
H -15.1361 -7.7289 -20.2400
H -20.8881 -9.4940 -26.6928
H -10.5086 -14.4435 -21.7213
H -11.8171 -13.6341 -15.3831
H -11.4573 -8.7468 -19.7658
H -12.0660 -16.1782 -15.1374
H -8.2451 -11.6612 -18.8716
H -18.0984 -15.9875 -17.4416
H -13.9816 -10.0633 -17.5536
H -16.3069 -9.6549 -19.6355
H -9.2203 -16.4627 -24.7522
H -19.3574 -11.8630 -18.0775
H -18.2184 -8.5795 -18.2818
H -2.3875 -17.5865 -10.5146
H -13.2659 -20.8632 -20.6767
H -8.0962 -12.1836 -22.3460
H -12.8523 -10.7709 -20.2376
H -13.0635 -14.3532 -19.4255
H -9.8088 -12.9575 -21.0401
H -13.4004 -18.8620 -21.9590
H -11.8001 -13.6088 -13.6474
H -11.4649 -13.0247 -21.8078
H -18.2882 -13.7792 -17.2156
H -6.1691 -10.4883 -18.1163
H -17.0907 -7.2050 -17.9475
H -14.4653 -21.0354 -21.8757
H -14.1536 -16.9627 -20.2587
H -4.7217 -9.0195 -19.3416
H -14.7385 -17.8989 -16.5530
H -8.8334 -11.1366 -25.2787
H -2.0699 -6.9622 -17.4397
H -11.4420 -12.1595 -24.0520
H -9.5815 -16.2724 -23.0909
H -13.2738 -18.0215 -17.4091
H -12.9629 -8.7457 -17.1677
H -3.9295 -17.1257 -12.4770
H -16.3541 -11.0921 -12.5886
H -14.2161 -14.4072 -15.3571
H -15.5718 -21.7625 -19.5415
H -11.7425 -12.4984 -17.3957
H -3.6211 -12.8618 -13.6092
H -2.3867 -16.1631 -7.9347
H -3.5238 -13.0081 -11.5919
H -17.7460 -7.5692 -19.4864
H -13.0076 -14.5512 -17.7490
H -14.5669 -7.3584 -18.5724
H -21.4115 -9.7200 -24.4801
H -12.7139 -12.1591 -12.5179
H -13.8266 -10.4568 -22.5039
H -3.5183 -7.1276 -19.7182
H -19.2257 -9.8177 -27.2342
H -11.0938 -14.4585 -24.3786
H -16.1663 -13.2021 -14.8306
H -8.5568 -8.5855 -18.4940
H -11.6734 -10.1504 -25.8232
H -4.1908 -6.0998 -18.4909
H -7.1898 -14.9706 -24.6402
H -20.8816 -10.8776 -22.2362
H -17.4137 -11.4499 -13.8743
H -10.2993 -9.2748 -25.2767
H -6.4624 -14.0288 -22.5449
H -11.6874 -12.1141 -19.1035
H -19.6310 -8.2486 -26.4289
H -7.7884 -14.6658 -21.7341
H -9.4355 -10.8686 -18.0072
H -13.2840 -6.8583 -21.2194
H -10.4505 -15.5088 -14.8197
H -11.7801 -9.2654 -22.2323
H -2.4210 -13.5846 -9.4506
H -10.4032 -11.0992 -23.1015
H -10.7888 -13.4612 -18.4935
H -16.8484 -12.5746 -17.1461
H -13.7286 -10.0613 -13.5774
H -16.5356 -12.4804 -22.0733
H -14.1982 -16.5757 -17.6767
H -14.8716 -9.3405 -21.8411
H -15.8645 -9.5087 -17.9738
H -14.0166 -14.8194 -13.6673
H -7.9298 -12.6955 -24.0833
H -11.4317 -16.0422 -13.4894
*
```

LUMO: -7.74 eV
Orbital gap: 3.8 eV
HOMO level: -11.5 eV
DFT total energy: -10110.91569 Ha

Mulliken population analysis, charges in e, atoms 1 to 8:
1. S 1.0928
2. S 0.7890
3. S 0.5239
4. S 0.8227
5. S 0.7993
6. S 0.8732
7. S 0.8562
8. S 0.8789

(2)
The following is a quantum chemistry calculation of C9H13CdNO2 as an isolated structure in a non-equilibrium geometry, from OMol25.

The geometry in ORCA input format:
```
! wB97M-V def2-TZVPD RIJCOSX def2/J DEFGRID3
* xyz -2 1
Cd -0.8821 0.6570 0.3885
O 0.6188 1.5806 2.9545
O 0.6807 -0.6312 2.8421
N -1.7935 -1.5264 0.1343
C 0.6413 -2.2347 -1.2206
C 1.0104 1.9275 -2.0875
C -1.2510 2.0691 -1.5398
C 1.1603 -0.6012 4.2126
C 0.3263 0.5564 2.3336
C 0.2574 1.2803 -3.1048
C -0.4432 -2.8563 -0.5944
C 0.1011 2.3778 -1.0711
C -1.1148 1.3988 -2.7966
H 0.3529 3.0793 -0.2687
H 1.9974 0.0957 4.2375
H 1.4821 -1.6099 4.4509
H 0.6459 0.8212 -4.0250
H 1.4785 -1.7979 -0.6179
H -2.1935 2.5002 -1.1605
H -1.9381 1.0222 -3.4142
H -1.1955 -3.4403 -1.1702
H -0.3101 -3.2122 0.4609
H -2.6978 -1.2116 0.4874
H 0.3461 -0.2685 4.8638
H 0.6160 -1.9275 -2.2822
H 2.1045 1.9518 -2.0127
*
```

LUMO: 5.69 eV
Orbital gap: 4.0 eV
HOMO level: 1.7 eV
DFT total energy: -723.42433 Ha

Mulliken population analysis, charges in e, atoms 1 to 8:
1. Cd 0.4050
2. O -0.5962
3. O -0.2419
4. N -0.6829
5. C -0.6993
6. C -0.6058
7. C -0.5889
8. C -0.6873

> Which of these has the lowest DFT total energy?

C71H133F10N14O21S10

> Look up the DFT total energy of the second one.

-723.42433 Ha

> Which value of orbital gap does entry 2 give?

4.0 eV

> Which formula does entry 2 have?

C9H13CdNO2